[1]
21 unconnected molecules or ions with the total composition H43O21, computed with the ωB97M-V functional and the def2-TZVPD basis.

Properties
LUMO level (spin up / spin down) in eV: -5.88 / -13.08
HOMO energy (spin up / spin down) in eV: -15.43 / -15.43
Charge: +2
Energy above the lowest of the compared OMol25 structures with the same formula, charge and spin in kJ/mol: 197.8
Multiplicity: 2
⟨S²⟩: 0.756

Each line ends with the Löwdin spin population.
Positions of all 64 atoms, in Å:
1 O 3.6391 1.5812 -3.7474  0.000
2 H -3.1953 2.5924 -1.3188  0.000
3 H -0.0887 -0.3267 -0.1841  0.000
4 H 4.6243 2.0286 2.1688  0.000
5 H 0.4302 -4.8659 0.6614  0.000
6 H -1.4189 -3.0012 0.3756  0.000
7 H -1.6699 -5.1441 0.2701  0.000
8 H -1.0130 0.9511 -0.5810  0.000
9 H -2.1766 -1.3758 -1.6971  0.000
10 H -2.4957 1.9194 0.7999  0.000
11 H 1.4204 2.9766 2.3460  0.000
12 O -2.5523 -1.0180 -2.5455  0.001
13 H -0.6371 3.6921 -3.0148  0.000
14 H -2.0360 -0.1115 -2.5635  0.000
15 H 2.7730 -2.9749 -0.6477  0.000
16 H 1.2506 -3.9311 1.5952  0.000
17 H 3.2962 1.3842 -2.8657  0.000
18 O -0.8133 -1.6767 2.7470  0.005
19 O 0.7729 3.4353 2.8862  0.000
20 H 1.1254 3.4254 3.7892  0.000
21 H 3.5635 -2.0606 1.9169  0.000
22 H -1.2190 -0.8051 2.6317  0.000
23 H 4.3690 -1.2236 0.9640  0.000
24 O 2.3674 1.4047 0.5091  0.000
25 H -2.2522 -4.4031 -0.8665  0.000
26 H -0.2656 0.6625 -3.6540  0.000
27 O -3.2500 1.4418 1.1778  0.000
28 H 0.8251 3.6081 -3.4089  0.000
29 O 0.2426 3.5006 -2.6474  0.000
30 H -3.7069 0.3560 -0.2083  0.000
31 H 1.2758 -0.9187 3.8208  0.000
32 H -1.1661 -1.6025 1.0102  0.003
33 H 0.1961 3.5108 -0.4173  0.000
34 O -1.0518 0.9627 -3.1712  0.000
35 O -4.2086 0.1570 -1.0356  0.001
36 O 0.3789 -4.0638 1.1974  0.175
37 H 0.6367 -3.3355 -2.5417  -0.001
38 O -1.1730 -2.0687 0.1204  0.525
39 H 3.2854 -4.1455 -1.6185  0.000
40 H 2.1470 0.4674 0.4275  0.000
41 O -0.6259 0.1102 -0.8568  0.046
42 H 0.3208 -1.7286 -2.4375  -0.001
43 O -2.3002 2.4883 -0.9676  0.000
44 O -0.6644 1.0717 2.1713  0.000
45 H -0.6813 1.6619 -2.6135  0.000
46 O 4.2547 1.8645 3.0437  0.000
47 H -0.1807 3.4898 1.1477  0.000
48 H 2.8311 1.6426 -4.2735  0.000
49 H -1.5561 -2.2980 2.7398  0.000
50 H -5.1030 0.1848 -0.6632  0.000
51 O 0.2770 -2.5430 -2.9573  0.162
52 O -0.2055 3.0075 0.3080  0.000
53 H -2.1223 3.2946 -0.4620  0.000
54 H -1.1395 1.8439 1.8662  0.000
55 H 3.4307 1.3996 2.8510  0.000
56 H -3.4138 -0.8009 -2.0460  0.000
57 O 1.7904 -0.1875 3.4388  0.000
58 O 2.5300 -3.7731 -1.1432  0.083
59 O 3.7381 -1.9556 0.9721  0.000
60 O -2.4216 -4.5704 0.0743  0.003
61 H 1.4972 1.8006 0.6658  0.000
62 H -0.0672 1.0171 2.9221  0.000
63 H -3.9561 2.0877 1.0254  0.000
64 H 1.5377 -0.1132 2.5147  0.000



[2]
23 unconnected molecules or ions with the total composition H46O23, computed with the ωB97M-V functional and the def2-TZVPD basis.

Properties
LUMO level in eV: -0.97
HOMO energy in eV: -10.17
Energy above the lowest of the compared OMol25 structures with the same formula, charge and spin in kJ/mol: 279.4
Multiplicity: 1

Each line ends with the natural charge from an NBO analysis.
Positions of all 69 atoms, in Å:
1 O 25.9987 28.6274 -22.5822  -0.953
2 H 27.1610 30.2256 -20.2966  0.498
3 H 29.1075 24.2069 -21.7810  0.480
4 H 31.9893 27.9226 -21.6746  0.490
5 H 29.1452 28.0056 -16.1858  0.466
6 H 27.5096 22.6549 -18.8670  0.473
7 O 28.6689 28.5495 -15.5584  -0.943
8 H 23.6206 27.2305 -17.9586  0.498
9 H 31.3129 29.2878 -18.8996  0.473
10 H 21.8431 25.8209 -21.1698  0.468
11 O 28.6267 24.5740 -22.5228  -0.957
12 H 24.2033 32.2191 -18.6988  0.474
13 O 26.4552 29.5488 -17.0680  -1.010
14 H 27.1730 31.3145 -19.2449  0.511
15 H 31.0867 32.2236 -21.0782  0.446
16 H 28.1196 23.8390 -22.8676  0.487
17 H 25.7254 29.2520 -23.2540  0.482
18 O 26.9435 31.5837 -14.9757  -0.937
19 O 27.7706 23.2126 -18.1342  -0.945
20 O 28.7626 31.0583 -17.8626  -0.981
21 H 26.6482 31.0456 -15.7101  0.473
22 H 31.7215 29.9376 -17.5947  0.487
23 H 30.6267 23.8751 -17.2673  0.455
24 H 24.0860 23.2035 -19.9915  0.470
25 O 23.6743 26.4004 -17.4851  -0.985
26 H 26.6218 32.4624 -15.1773  0.460
27 O 30.9567 29.6231 -18.0768  -0.934
28 H 28.1898 30.3554 -17.5558  0.463
29 H 28.6672 26.5755 -18.5709  0.492
30 O 30.8204 24.7626 -16.9656  -0.972
31 O 21.9329 24.9849 -21.6272  -0.960
32 O 26.6540 33.1602 -22.1690  -0.957
33 H 28.1523 25.2420 -18.0725  0.488
34 H 24.9118 31.5234 -19.8416  0.505
35 H 22.0777 25.5465 -18.4326  0.483
36 H 30.0659 25.2812 -17.2452  0.487
37 H 22.5507 24.4847 -21.0939  0.480
38 H 25.7360 27.7694 -19.5544  0.487
39 H 29.8075 31.5284 -21.4933  0.489
40 O 28.6950 26.9466 -20.9042  -0.997
41 O 29.1862 29.9531 -21.9109  -0.967
42 H 26.9639 23.3493 -17.6374  0.480
43 H 26.4303 29.0773 -17.9007  0.511
44 H 28.6155 26.2816 -21.5880  0.496
45 H 29.5716 27.3116 -21.0251  0.493
46 H 26.9614 33.8499 -21.5807  0.468
47 O 23.5392 23.9019 -19.6319  -0.947
48 O 23.4488 29.1172 -18.3504  -1.004
49 H 26.4451 32.4267 -21.5904  0.483
50 H 23.7752 29.8999 -18.7943  0.513
51 O 28.6072 26.0334 -17.7843  -0.961
52 H 23.4367 23.6747 -18.7077  0.489
53 O 30.1512 32.3762 -21.2114  -0.954
54 O 31.1410 27.8115 -22.1040  -0.967
55 H 24.5488 26.4023 -17.0959  0.481
56 O 26.7363 31.0484 -20.0541  -0.997
57 O 26.6063 28.1154 -19.3568  -0.986
58 H 27.1399 27.8690 -20.1123  0.512
59 H 25.8632 27.7689 -22.9834  0.474
60 H 31.3310 27.2790 -22.8764  0.498
61 H 28.1642 29.1555 -16.1008  0.470
62 H 29.8822 29.2960 -21.9125  0.484
63 H 28.4682 29.5434 -22.3934  0.494
64 O 21.1306 25.4635 -18.5438  -0.955
65 O 24.0474 31.6456 -19.4492  -0.972
66 H 29.6425 30.6828 -17.8286  0.493
67 H 25.5522 29.5250 -16.7517  0.493
68 H 22.4993 29.1541 -18.4659  0.481
69 H 20.7589 25.9586 -17.8138  0.466



[3]
2 unconnected molecules or ions with the total composition H4I2Si2, computed with the ωB97M-V functional and the def2-TZVPD basis.

Properties
LUMO level in eV: -1.26
HOMO energy in eV: -8.78
Energy above the lowest of the compared OMol25 structures with the same formula, charge and spin in kJ/mol: 168.6
Multiplicity: 1

Each line ends with the natural charge from an NBO analysis.
Positions of all 8 atoms, in Å:
1 H 3.4878 -0.3570 0.1012  -0.150
2 Si 2.2221 0.3343 -0.2371  0.657
3 Si -3.9927 -1.2288 -0.0022  0.602
4 I -4.1366 1.2281 0.2182  -0.301
5 H 2.5916 1.7725 -0.0364  -0.143
6 H 2.0232 0.2212 -1.6044  -0.171
7 H -2.5987 -1.3393 0.5066  -0.302
8 I 0.4033 -0.6308 1.0539  -0.193



[4]
2 unconnected molecules or ions with the total composition H4INSi, computed with the ωB97M-V functional and the def2-TZVPD basis.

Properties
LUMO level (spin up / spin down) in eV: -0.52 / -0.53
HOMO energy (spin up / spin down) in eV: -9.05 / -7.45
Energy above the lowest of the compared OMol25 structures with the same formula, charge and spin in kJ/mol: 350.7
Multiplicity: 1

Each line ends with the natural charge from an NBO analysis.
Positions of all 7 atoms, in Å:
1 H -0.7708 1.9213 1.5950  -0.243
2 H -0.8153 -1.2976 0.8777  0.408
3 H -1.1547 -1.3213 -0.7555  0.407
4 I 2.8680 0.2519 0.0946  -0.165
5 H -0.1175 0.9444 -1.5084  -0.191
6 N -0.4961 -0.9211 0.0451  -1.329
7 Si 0.4864 0.4224 -0.3485  1.113



[5]
A molecular structure, H4KO2, computed with the ωB97M-V functional and the def2-TZVPD basis.

Properties
LUMO level in eV: -4.08
HOMO energy in eV: -17.18
Charge: +1
Energy above the lowest of the compared OMol25 structures with the same formula, charge and spin in kJ/mol: 319.8
Multiplicity: 1

Each line ends with the Löwdin charge.
Positions of all 7 atoms, in Å:
1 O -0.5715 -1.8783 -0.0280  -0.254
2 H -0.0110 2.2987 0.0199  0.081
3 H 1.4617 1.9500 -0.0183  0.079
4 O 0.6236 1.6576 0.3400  -0.231
5 K 0.3022 -0.3076 0.7086  1.195
6 H -1.2386 -1.2313 -0.2574  0.038
7 H -0.5662 -2.4891 -0.7649  0.093